DFT (ωB97M-V/def2-TZVPD) results for a structure of composition C2H3FNaO2 at a distorted geometry.

Geometry as XYZ:
```
9
Properties=species:S:1:pos:R:3:nbo_charge:R:1
F 2.15 0.03 -1.36 -0.4606
H 2.12 -1.07 -2.28 0.6013
O 2.76 -0.65 -3.33 -0.8133
C 2.88 0.58 -2.86 0.4291
C 1.98 1.60 -3.57 0.3975
O 1.60 1.39 -4.70 -0.5376
Na 2.16 -0.69 -5.63 0.9861
H 3.92 0.90 -2.72 0.2132
H 1.56 2.42 -2.95 0.1842
```

Electronic energy = -490.350262 a.u.
Max |F| = 3.3 eV Å⁻¹
Highest occupied orbital energy = -15.51 eV
Charge = +1